Record 1
{"formula": "C6H9N", "method": "ωB97M-V/def2-TZVPD", "largest_force_ev_per_a": 0.30, "smiles": "Cc1c[nH]c(C)c1", "mol_weight_g_mol": 95.1, "homo_lumo_gap_ev": 8.898, "species": ["C", "C", "C", "N", "C", "C", "C", "H", "H", "H", "H", "H", "H", "H", "H", "H"], "positions_angstrom": [[1.16, -1.07, 2.04], [0.24, -0.50, 1.01], [-1.05, -0.86, 0.69], [-1.43, -0.16, -0.43], [-0.40, 0.65, -0.84], [-0.29, 1.35, -2.16], [0.62, 0.47, 0.04], [0.72, -1.88, 2.62], [1.51, -0.30, 2.73], [2.05, -1.48, 1.54], [-1.71, -1.58, 1.15], [-2.36, -0.19, -0.84], [-0.75, 2.34, -2.21], [0.78, 1.49, -2.34], [-0.69, 0.75, -2.98], [1.59, 0.95, -0.02]]}


Record 2
{"formula": "F6H10KN3O17S6", "method": "ωB97M-V/def2-TZVPD", "largest_force_ev_per_a": 10.59, "mol_weight_g_mol": 669.6, "total_charge": -2, "homo_lumo_gap_ev": 5.873, "species": ["K", "N", "S", "O", "O", "F", "S", "O", "O", "F", "N", "S", "O", "O", "F", "S", "O", "O", "F", "N", "S", "O", "O", "F", "S", "O", "O", "F", "O", "H", "H", "O", "H", "H", "O", "H", "H", "O", "H", "H", "O", "H", "H"], "positions_angstrom": [[-3.13, 0.45, -3.31], [-3.13, 7.11, 0.92], [-4.17, 6.42, 1.66], [-5.53, 6.54, 1.12], [-4.07, 6.33, 3.15], [-3.64, 4.99, 1.04], [-3.74, 8.66, 1.46], [-3.55, 9.02, 2.85], [-4.79, 9.25, 0.63], [-2.41, 9.46, 0.96], [0.93, 0.27, 0.57], [1.41, -1.06, -0.07], [0.50, -1.65, -0.98], [2.25, -1.87, 0.80], [2.44, -0.32, -1.16], [-0.47, -0.45, 1.28], [-0.28, -1.36, 2.37], [-1.69, -0.56, 0.47], [-0.85, 0.80, 2.16], [-0.17, -8.16, 1.42], [0.96, -9.20, 1.33], [2.17, -8.82, 2.06], [1.07, -10.13, 0.18], [0.21, -10.14, 2.43], [0.54, -7.41, 0.09], [-0.12, -7.56, -1.20], [1.97, -7.01, 0.08], [-0.11, -6.06, 0.52], [-0.75, 2.91, -1.30], [-0.20, 2.28, -0.84], [-1.41, 3.17, -0.65], [3.22, 3.58, 1.24], [2.93, 2.75, 0.86], [4.05, 3.77, 0.79], [-1.22, -3.18, -4.52], [-2.16, -3.08, -4.35], [-0.81, -3.00, -3.67], [6.78, -0.54, 1.52], [6.64, -0.24, 0.62], [7.71, -0.42, 1.67], [0.88, 1.13, -4.88], [1.46, 1.50, -4.21], [0.28, 1.84, -5.11]]}


Record 3
{"formula": "C4H6NO3PS", "method": "ωB97M-V/def2-TZVPD", "largest_force_ev_per_a": 4.13, "mol_weight_g_mol": 179.1, "total_charge": -2, "homo_lumo_gap_ev": 5.025, "species": ["C", "C", "C", "C", "N", "O", "O", "O", "P", "S", "H", "H", "H", "H", "H", "H"], "positions_angstrom": [[-0.84, -1.23, 0.72], [0.82, 0.08, -1.20], [-0.11, 0.99, -0.46], [-1.21, -2.46, 1.43], [-0.99, -0.03, 0.89], [2.34, 2.18, 0.23], [1.02, 2.82, -1.87], [0.17, 3.56, 0.41], [1.00, 2.60, -0.38], [0.20, -1.71, -0.76], [0.61, 0.21, -2.29], [1.90, 0.23, -0.89], [-1.00, 1.20, -0.96], [-2.20, -2.83, 1.23], [-1.19, -2.22, 2.55], [-0.50, -3.40, 1.36]]}